No. 1
118
Properties=species:S:1:pos:R:3:forces:R:3:lowdin_charge:R:1 method="wB97M-V/def2-TZVPD" max_force_ev_per_a=1.64 e_homo_ev=-9.73 smiles="COCCCCC1=C([C@H](Br)[C@@H](C)Br)C(=O)OC1=O.O=C1C=CC(=O)C=C1.O=C1C=CC(=O)C=C1.O=C1C=CC(=O)C=C1.O=C1C=CC(=O)C=C1.O=C1C=CC(=O)C=C1.O=C1C=CC(=O)C=C1.O=C1C=CC(=O)C=C1" spin_multiplicity=1 homo_lumo_gap_ev=8.074 e_lumo_ev=-1.7
C -3.3427 -4.6999 0.6908 0.15 0.10 -0.07 -0.11
O -2.6946 -3.4414 0.6735 0.00 -0.07 0.13 -0.21
C -2.0748 -3.1557 1.9174 0.27 0.16 0.07 -0.23
C -1.1950 -1.8948 1.8016 -0.02 -0.10 -0.45 -0.16
C -1.6814 -0.9199 0.7067 -0.04 0.08 0.12 -0.18
C -1.3153 0.5708 0.9529 0.15 -0.12 0.31 -0.11
C 0.0348 0.9894 0.4531 -0.05 0.26 -0.45 -0.06
C 0.4155 1.8854 -0.4763 -0.18 -0.22 0.27 -0.17
C -0.2977 2.8232 -1.4058 0.40 -0.22 -0.39 -0.68
Br -0.4438 4.5497 -0.5055 -0.16 0.13 0.12 0.79
C -1.6508 2.4235 -1.9911 -0.22 0.62 0.27 -0.75
C -2.1213 3.3805 -3.1046 0.11 -0.13 -0.20 -0.14
Br -1.4813 0.6077 -2.6792 -0.05 -0.13 -0.02 0.79
C 1.9067 1.9682 -0.4409 -0.53 -0.38 0.42 -0.41
O 2.6069 2.8101 -0.8871 0.47 0.26 -0.53 0.16
O 2.3922 0.9266 0.3298 -0.23 0.36 0.08 0.14
C 1.3008 0.4330 1.0375 -0.19 0.90 -1.08 -0.37
O 1.4561 -0.2480 1.9783 0.10 -1.13 1.18 0.19
H -2.6006 -5.5121 0.7510 -0.13 0.08 0.04 0.09
H -3.9022 -4.7930 -0.2451 0.07 0.04 0.24 0.08
H -4.0313 -4.7803 1.5438 0.03 -0.02 -0.19 0.09
H -2.8368 -3.0090 2.7047 0.04 -0.13 -0.26 0.12
H -1.4356 -4.0090 2.1973 -0.18 0.17 0.12 0.11
H -0.1756 -2.2151 1.5673 -0.11 0.12 0.15 0.08
H -1.1604 -1.3815 2.7698 0.00 -0.18 -0.10 0.11
H -2.7743 -0.9726 0.6265 0.24 0.00 0.01 0.12
H -1.2838 -1.2415 -0.2613 -0.21 0.07 0.10 0.09
H -2.0808 1.2287 0.5314 0.20 -0.13 -0.01 0.10
H -1.3251 0.7401 2.0425 0.01 0.05 -0.25 0.13
H 0.3833 3.0335 -2.2423 -0.14 -0.08 0.23 0.10
H -2.4127 2.4193 -1.2036 0.26 -0.34 -0.18 0.08
H -2.2867 2.8369 -4.0405 0.03 0.10 0.23 0.06
H -3.0647 3.8476 -2.8150 0.22 0.06 -0.05 0.05
H -1.3743 4.1592 -3.3092 -0.19 -0.12 0.13 0.07
O 5.4090 2.4954 5.5794 -0.01 -0.01 0.00 0.11
C 4.9469 1.3759 5.5394 0.00 0.01 0.00 -0.38
C 5.0039 0.4782 6.7228 -0.01 -0.03 0.00 0.02
C 4.4989 -0.7515 6.6820 0.00 0.02 0.02 0.02
C 3.8585 -1.2745 5.4500 -0.03 0.00 -0.01 -0.37
O 3.3961 -2.3968 5.4081 0.05 0.01 0.00 0.09
C 3.7960 -0.3808 4.2687 0.04 0.00 0.00 0.02
C 4.3013 0.8490 4.3105 -0.01 -0.01 -0.01 0.03
H 5.4750 0.8868 7.6077 0.00 0.02 -0.01 0.12
H 4.5234 -1.4226 7.5313 -0.01 -0.01 -0.01 0.12
H 3.3119 -0.7823 3.3887 -0.02 0.01 0.02 0.10
H 4.2672 1.5219 3.4625 0.01 0.01 0.01 0.12
O 0.0391 7.2415 -3.4199 -0.09 0.00 0.02 0.08
C 1.0369 7.6891 -2.8931 0.00 -0.10 -0.03 -0.39
C 2.3024 6.9140 -2.8632 0.00 0.00 0.01 0.02
C 3.3943 7.4056 -2.2838 -0.01 -0.02 -0.01 0.03
C 3.3926 8.7461 -1.6460 0.01 0.00 0.00 -0.38
O 4.3861 9.1983 -1.1202 -0.02 0.00 -0.01 0.11
C 2.1227 9.5193 -1.6763 -0.03 0.00 -0.01 0.02
C 1.0304 9.0289 -2.2551 0.05 0.01 0.03 0.02
H 2.2845 5.9397 -3.3371 0.00 0.01 -0.01 0.12
H 4.3291 6.8609 -2.2486 0.00 0.01 0.00 0.12
H 2.1469 10.4928 -1.2034 0.02 0.00 0.01 0.12
H 0.0941 9.5715 -2.2902 0.00 -0.01 -0.01 0.12
O 1.1172 -4.4351 1.1192 0.00 0.00 0.04 0.10
C 1.7919 -4.3193 0.1185 -0.06 0.03 -0.03 -0.38
C 1.6181 -5.2404 -1.0320 0.02 -0.01 -0.02 0.02
C 2.3457 -5.1086 -2.1370 -0.02 -0.01 0.02 0.02
C 3.3631 -4.0340 -2.2670 0.00 0.00 0.00 -0.38
O 4.0206 -3.9124 -3.2762 -0.01 0.02 0.00 0.11
C 3.5387 -3.1128 -1.1129 -0.03 0.00 0.02 0.03
C 2.8093 -3.2443 -0.0073 0.02 0.03 -0.01 0.03
H 0.8681 -6.0123 -0.9139 0.00 0.01 0.02 0.12
H 2.2372 -5.7655 -2.9907 0.01 0.01 -0.01 0.12
H 4.2907 -2.3423 -1.2314 0.01 -0.02 -0.01 0.12
H 2.9147 -2.5859 0.8470 -0.02 -0.01 0.01 0.11
O 1.0211 -2.9539 8.9778 0.00 -0.01 0.00 0.10
C 0.8221 -4.0273 8.4483 0.01 0.01 0.00 -0.38
C 1.5104 -4.4053 7.1892 -0.01 -0.01 0.00 0.03
C 1.2895 -5.5848 6.6136 0.00 0.01 0.00 0.03
C 0.3495 -6.5691 7.2037 0.00 -0.01 -0.01 -0.39
O 0.1467 -7.6447 6.6817 0.00 0.01 0.01 0.10
C -0.3393 -6.1884 8.4646 0.00 0.02 0.02 0.02
C -0.1202 -5.0107 9.0420 -0.02 -0.02 -0.01 0.02
H 2.1905 -3.6735 6.7719 -0.01 -0.01 0.00 0.09
H 1.7771 -5.8819 5.6937 -0.01 -0.01 0.00 0.12
H -1.0203 -6.9231 8.8753 0.01 -0.01 -0.02 0.12
H -0.6082 -4.7100 9.9605 0.01 0.02 0.00 0.12
O -4.8629 5.2317 -2.3555 -0.08 -0.01 0.01 0.09
C -5.1501 6.2169 -3.0043 0.02 -0.06 0.02 -0.38
C -4.1686 7.3072 -3.2105 0.02 0.08 -0.05 0.03
C -4.4785 8.3851 -3.9257 0.03 -0.01 0.02 0.03
C -5.8193 8.5416 -4.5431 -0.03 0.00 -0.02 -0.39
O -6.1045 9.5225 -5.1942 0.01 0.00 0.01 0.11
C -6.8016 7.4453 -4.3356 0.00 -0.03 0.01 0.02
C -6.4906 6.3659 -3.6234 -0.02 0.04 0.00 0.02
H -3.1949 7.1701 -2.7593 0.05 -0.03 0.02 0.12
H -3.7763 9.1913 -4.0957 -0.02 0.01 -0.02 0.12
H -7.7713 7.5816 -4.7970 0.01 0.02 -0.01 0.12
H -7.1865 5.5532 -3.4585 0.02 -0.01 0.01 0.12
O -5.9782 -9.5203 -3.7305 0.00 0.01 0.01 0.11
C -6.0740 -8.6935 -2.8503 0.00 -0.01 -0.01 -0.39
C -6.9620 -7.5116 -2.9953 -0.01 0.02 0.02 0.02
C -7.0646 -6.6026 -2.0297 -0.01 -0.01 -0.02 0.02
C -6.2968 -6.7320 -0.7657 0.02 0.01 0.02 -0.39
O -6.3849 -5.9016 0.1130 -0.03 -0.02 -0.01 0.10
C -5.4090 -7.9134 -0.6196 0.00 -0.02 -0.01 0.02
C -5.3060 -8.8223 -1.5851 0.01 0.01 0.02 0.02
H -7.5107 -7.4404 -3.9257 0.01 -0.02 -0.01 0.12
H -7.7029 -5.7320 -2.1115 0.00 0.00 0.02 0.12
H -4.8601 -7.9843 0.3111 -0.01 0.01 0.01 0.12
H -4.6670 -9.6924 -1.5033 0.00 -0.01 -0.02 0.12
O 6.4179 -0.7617 -3.9758 0.01 0.03 0.01 0.11
C 5.8856 0.3097 -4.1641 0.02 -0.02 0.01 -0.38
C 6.3587 1.2303 -5.2315 -0.01 0.03 -0.01 0.02
C 5.7887 2.4167 -5.4251 0.02 -0.02 0.00 0.02
C 4.6536 2.8691 -4.5825 -0.01 0.02 0.00 -0.38
O 4.1375 3.9553 -4.7493 0.01 0.00 0.01 0.10
C 4.1737 1.9475 -3.5239 -0.01 -0.01 -0.05 0.03
C 4.7429 0.7614 -3.3316 0.00 0.02 0.01 0.03
H 7.1908 0.8780 -5.8276 0.00 -0.02 0.01 0.12
H 6.1198 3.1063 -6.1912 -0.01 0.01 0.00 0.12
H 3.3534 2.3064 -2.9190 0.03 0.03 -0.02 0.09
H 4.4155 0.0768 -2.5588 0.01 -0.01 -0.01 0.11

---

No. 2
118
Properties=species:S:1:pos:R:3:forces:R:3:lowdin_charge:R:1 method="wB97M-V/def2-TZVPD" max_force_ev_per_a=1.11 e_homo_ev=-10.87 spin_multiplicity=1 homo_lumo_gap_ev=8.477 e_lumo_ev=-2.4 total_charge=+1
Rb 0.2669 -0.5185 -0.3030 0.99 -0.46 -0.22 0.78
C -0.7395 -3.6453 7.0608 0.01 0.00 0.03 -0.04
C -1.1456 -2.7689 5.9116 0.04 0.01 -0.06 -0.24
C -2.3818 -2.1333 5.8972 -0.03 -0.01 0.02 -0.01
C -2.7472 -1.2977 4.8506 -0.02 -0.03 0.03 -0.03
C -1.8609 -1.1159 3.8037 0.02 -0.07 0.12 -0.29
C -0.6238 -1.7520 3.7827 -0.01 0.02 0.00 -0.05
C -0.2722 -2.5672 4.8370 0.02 -0.01 0.02 -0.01
S -2.2967 -0.0417 2.5066 0.09 0.30 -0.09 0.69
O -1.9392 -0.6571 1.2443 -0.20 -0.11 0.05 -0.45
O -3.6359 0.4312 2.6574 -0.02 -0.11 0.13 -0.24
N -1.2491 1.2411 2.6937 0.04 0.14 -0.21 -0.14
C -0.2576 1.2991 3.7214 -0.01 -0.08 -0.03 -0.23
C -0.6258 1.5302 5.0154 0.02 0.00 0.09 0.01
C 0.3348 1.5724 6.0495 0.01 -0.02 -0.07 -0.04
C 1.6584 1.4480 5.7455 -0.03 0.00 -0.01 -0.01
C 2.0744 1.2767 4.4017 0.14 0.04 0.06 -0.14
C 3.4420 1.2647 4.0348 -0.06 0.00 -0.03 0.00
C 3.7774 1.1768 2.7184 0.07 -0.01 -0.12 -0.03
C 2.7486 1.0307 1.7608 -0.09 -0.14 0.19 -0.12
N 1.4746 0.9821 2.0649 -0.10 0.14 0.07 0.09
C 1.1214 1.1610 3.3702 -0.13 0.08 -0.04 -0.17
H -1.5840 -3.8662 7.7110 0.01 0.01 -0.01 0.08
H 0.0275 -3.1510 7.6610 -0.01 -0.01 0.00 0.09
H -0.3211 -4.5891 6.7102 0.00 0.01 -0.02 0.09
H -3.0724 -2.2923 6.7159 0.01 0.00 -0.01 0.12
H -3.7058 -0.7956 4.8395 0.02 0.00 0.00 0.12
H 0.0641 -1.5906 2.9618 -0.04 0.01 0.01 0.10
H 0.6949 -3.0570 4.8371 -0.01 0.01 0.00 0.12
H -1.6749 1.6764 5.2410 0.01 -0.01 0.00 0.13
H 0.0143 1.7294 7.0703 0.00 0.00 -0.01 0.11
H 2.4134 1.5050 6.5202 -0.01 0.01 -0.01 0.12
H 4.2006 1.3559 4.8025 -0.01 0.01 0.00 0.12
H 4.8081 1.2095 2.3932 0.00 -0.02 0.01 0.11
H 2.9969 0.9429 0.7059 -0.02 -0.05 0.02 0.09
C 4.5238 -1.7409 -3.9382 -0.02 0.01 0.01 -0.04
C 3.2838 -1.4293 -3.3622 0.01 0.00 -0.01 -0.15
N 2.8857 -1.8604 -2.1864 -0.03 -0.02 -0.02 0.13
C 3.7171 -2.6716 -1.5005 0.00 -0.01 0.03 -0.15
C 4.9851 -3.0378 -1.9811 0.04 -0.02 0.01 -0.14
C 5.3819 -2.5434 -3.2351 -0.01 0.02 -0.02 0.00
C 5.8285 -3.9097 -1.2106 0.00 -0.01 0.00 -0.02
C 5.4097 -4.4138 -0.0350 -0.04 0.00 0.03 -0.02
C 4.1069 -4.0910 0.4787 0.07 -0.07 0.03 -0.14
C 3.6207 -4.6504 1.6727 -0.03 0.01 0.02 0.00
C 2.3540 -4.3417 2.0924 -0.01 0.01 -0.03 -0.03
C 1.6004 -3.4485 1.3181 -0.04 -0.03 -0.04 -0.14
N 2.0359 -2.8873 0.2105 -0.05 -0.04 0.11 0.07
C 3.2671 -3.2156 -0.2268 -0.04 0.10 -0.10 -0.15
H 4.7789 -1.3484 -4.9130 0.02 -0.01 0.01 0.11
H 2.5971 -0.7815 -3.9002 0.00 -0.01 0.02 0.10
H 6.3529 -2.8110 -3.6340 0.00 0.00 0.01 0.12
H 6.8052 -4.1657 -1.6025 -0.01 0.02 -0.02 0.12
H 6.0391 -5.0830 0.5386 0.00 0.01 -0.01 0.12
H 4.2460 -5.3345 2.2339 0.00 0.01 -0.01 0.12
H 1.9281 -4.7787 2.9853 0.01 0.00 0.00 0.11
H 0.5793 -3.2116 1.6053 0.02 -0.03 0.00 0.09
O -1.8303 -3.2164 -0.0206 0.09 0.07 -0.07 -0.07
C -2.5909 -3.4050 -1.1950 -0.02 -0.03 0.00 -0.18
C -1.8594 -3.0181 -2.4637 0.02 0.01 0.03 -0.25
C -2.0737 -3.7180 -3.6461 -0.01 0.00 0.01 -0.01
C -1.3988 -3.3304 -4.7904 -0.01 -0.01 -0.01 -0.05
C -0.5125 -2.2663 -4.7173 0.01 0.00 0.01 -0.05
C -0.3609 -1.6327 -3.4970 -0.02 0.00 -0.05 -0.16
N -1.0262 -1.9810 -2.3980 -0.04 -0.05 -0.05 0.04
H -1.9651 -2.3138 0.2939 -0.18 -0.06 0.09 0.01
H -3.5301 -2.8424 -1.1414 0.00 0.01 -0.01 0.12
H -2.8512 -4.4628 -1.2498 0.00 -0.01 0.00 0.13
H -2.7515 -4.5622 -3.6574 0.01 0.01 -0.01 0.12
H -1.5504 -3.8617 -5.7212 0.01 0.01 0.00 0.11
H 0.0531 -1.9401 -5.5795 -0.01 -0.01 0.00 0.11
H 0.3379 -0.8053 -3.3932 -0.06 0.02 0.00 0.08
N -0.7303 3.4116 1.9143 -0.12 -0.19 0.07 0.13
C -1.3357 2.3103 1.7462 0.06 0.12 0.05 -0.43
H -0.2193 3.4507 2.7997 0.02 0.06 -0.02 0.06
O -1.5462 1.5822 -3.7375 -0.01 -0.05 0.07 -0.07
C -0.8610 2.0774 -4.8692 -0.03 0.00 -0.01 -0.24
N -0.4417 3.4448 -4.7562 0.02 0.00 0.00 0.12
C 0.7509 3.9304 -4.3013 0.06 0.06 0.01 -0.45
O 1.0395 5.1048 -4.4179 -0.01 -0.01 -0.01 0.08
C 1.7232 2.9978 -3.6351 -0.10 -0.05 0.06 -0.11
C 3.0759 3.1458 -3.9105 0.01 0.01 -0.02 0.02
C 3.9812 2.3698 -3.2112 0.05 -0.04 0.03 -0.03
C 3.5050 1.5108 -2.2317 0.01 0.03 0.09 -0.16
N 2.2152 1.3840 -1.9236 -0.09 0.03 -0.11 0.04
C 1.3465 2.1052 -2.6364 0.00 0.05 -0.04 -0.11
H -2.3664 2.0762 -3.6209 -0.03 0.00 0.02 0.10
H -1.4843 1.9895 -5.7611 0.00 0.02 0.00 0.14
H 0.0086 1.4360 -4.9929 0.03 -0.02 0.01 0.12
H -1.0427 4.1654 -5.1280 0.00 0.01 0.00 0.15
H 3.3981 3.8680 -4.6495 -0.01 0.00 0.00 0.13
H 5.0438 2.4344 -3.4012 -0.01 0.02 -0.01 0.11
H 4.1970 0.8980 -1.6629 -0.01 0.00 0.01 0.11
H 0.2952 1.9898 -2.3933 0.05 0.01 0.00 0.06
Ge -2.1385 2.2166 -0.0934 0.23 0.00 0.15 1.02
C -3.7835 1.2729 -0.4510 -0.15 -0.07 -0.08 -0.32
C -3.7527 0.3064 -1.4566 -0.10 -0.04 -0.05 -0.13
C -4.9169 -0.3407 -1.8553 0.05 0.03 0.04 -0.08
C -6.1239 -0.0294 -1.2477 -0.02 -0.02 -0.01 -0.07
C -6.1645 0.9257 -0.2406 0.00 0.01 0.02 -0.07
C -5.0031 1.5731 0.1528 0.00 0.00 0.02 -0.12
C -2.2139 4.0418 -0.7208 -0.05 0.08 -0.12 -0.31
C -1.1016 4.6292 -1.3189 0.12 0.08 0.03 -0.11
C -1.1576 5.9175 -1.8335 -0.04 -0.06 0.02 -0.07
C -2.3384 6.6418 -1.7424 0.01 0.01 0.00 -0.08
C -3.4520 6.0759 -1.1374 0.01 0.02 -0.02 -0.08
C -3.3914 4.7823 -0.6380 -0.08 -0.03 -0.02 -0.10
H -1.0435 1.4444 -0.8643 -0.36 0.48 -0.04 -0.07
H -2.8197 0.0453 -1.9446 0.05 0.02 0.00 0.07
H -4.8750 -1.0845 -2.6426 -0.01 0.01 0.01 0.11
H -7.0338 -0.5289 -1.5553 0.01 0.00 0.00 0.11
H -7.1033 1.1658 0.2420 0.01 -0.01 -0.01 0.11
H -5.0530 2.2968 0.9578 0.01 0.01 -0.01 0.11
H -0.1603 4.0935 -1.3639 0.00 -0.05 -0.01 0.09
H -0.2824 6.3449 -2.3060 -0.01 0.01 0.00 0.10
H -2.3900 7.6474 -2.1401 0.00 -0.01 0.01 0.11
H -4.3732 6.6394 -1.0593 0.01 0.00 0.00 0.11
H -4.2828 4.3584 -0.1892 0.03 -0.04 -0.01 0.09